The following is a DFT calculation (ωB97M-V/def2-TZVPD) of a structure of composition C23H88MnN42O23.

Values from the calculation:
<S²>: 8.7523
Total charge: 0
Spin multiplicity: 6
Energy (eV): -166291.6900
Gap between HOMO and LUMO (spin up / spin down) (hartree): 0.263 / 0.280

Positions of all 177 atoms, in Å:
1 Mn 2.158 0.983 0.937
2 O 0.122 0.450 0.210
3 C 0.196 -0.801 -0.486
4 C 1.474 -1.619 -0.015
5 O 2.731 -1.036 0.361
6 H 0.276 -0.530 -1.539
7 H -0.726 -1.381 -0.462
8 H 1.492 -2.299 -0.867
9 H 1.204 -2.205 0.863
10 C 4.398 -4.392 1.123
11 O 4.916 -5.442 1.554
12 N 4.015 -3.333 1.870
13 N 4.218 -4.209 -0.128
14 H 4.046 -3.455 2.872
15 H 3.462 -2.632 1.397
16 H 3.507 -3.587 -0.488
17 H 4.685 -4.797 -0.803
18 C 1.062 -4.210 3.991
19 O 0.500 -3.342 4.672
20 N 1.569 -5.248 4.490
21 N 1.286 -4.207 2.693
22 H 1.606 -5.489 5.470
23 H 1.750 -6.003 3.843
24 H 1.671 -4.973 2.159
25 H 1.097 -3.345 2.202
26 C 1.693 4.029 2.225
27 O 1.702 2.997 1.540
28 N 2.193 5.167 1.859
29 N 1.321 4.074 3.534
30 H 2.788 5.165 1.042
31 H 2.235 5.870 2.583
32 H 0.969 3.230 3.962
33 H 1.255 4.972 3.992
34 C 4.906 1.058 2.343
35 O 3.989 1.656 1.771
36 N 5.013 -0.208 2.250
37 N 5.903 1.595 3.041
38 H 4.340 -0.793 1.773
39 H 5.564 -0.644 2.974
40 H 5.920 2.598 3.160
41 H 6.739 1.124 3.356
42 C -1.182 2.814 -2.124
43 O -1.762 3.568 -2.875
44 N -1.848 1.952 -1.323
45 N 0.074 2.763 -1.906
46 H -1.260 1.373 -0.741
47 H -2.836 1.750 -1.379
48 H 0.589 3.423 -2.472
49 H 0.471 2.094 -1.263
50 C -1.842 -2.498 -4.121
51 O -2.413 -3.495 -3.872
52 N -0.717 -2.194 -3.670
53 N -2.426 -1.666 -4.937
54 H -0.208 -1.327 -3.767
55 H -0.259 -2.991 -3.250
56 H -3.285 -1.936 -5.394
57 H -1.832 -0.891 -5.192
58 C 1.688 0.465 4.157
59 O 1.893 0.500 2.936
60 N 2.559 0.961 4.993
61 N 0.580 0.192 4.728
62 H 2.533 0.636 5.949
63 H 3.424 1.278 4.580
64 H -0.237 -0.197 4.279
65 H 0.572 0.434 5.709
66 C -3.221 -2.855 3.563
67 O -4.240 -2.427 4.081
68 N -3.186 -3.820 2.648
69 N -2.021 -2.601 4.082
70 H -4.098 -3.799 2.214
71 H -2.331 -3.714 2.122
72 H -1.991 -2.122 4.970
73 H -1.153 -3.041 3.810
74 C -0.687 6.802 -0.238
75 O -1.465 7.752 -0.110
76 N 0.446 6.872 -0.854
77 N -1.044 5.591 0.077
78 H 0.670 7.778 -1.239
79 H 1.141 6.140 -0.887
80 H -2.038 5.556 0.254
81 H -0.436 4.803 -0.097
82 C -2.717 1.772 2.187
83 O -3.738 2.204 2.654
84 N -2.490 0.565 1.808
85 N -1.668 2.506 1.958
86 H -1.636 0.445 1.283
87 H -3.179 -0.170 1.883
88 H -1.035 2.002 1.354
89 H -1.711 3.493 2.164
90 C -7.107 0.929 0.344
91 O -7.575 0.581 -0.662
92 N -5.829 0.877 0.618
93 N -7.792 1.497 1.305
94 H -5.250 0.701 -0.190
95 H -5.493 1.337 1.452
96 H -7.251 1.885 2.065
97 H -8.585 2.024 0.967
98 C -5.293 -2.864 -1.481
99 O -5.008 -4.063 -1.450
100 N -5.795 -2.040 -0.585
101 N -4.986 -2.245 -2.582
102 H -5.812 -2.222 0.408
103 H -5.972 -1.075 -0.824
104 H -4.610 -1.314 -2.473
105 H -4.655 -2.879 -3.295
106 C 1.425 -5.584 -2.045
107 O 0.766 -4.641 -2.383
108 N 1.068 -6.567 -1.318
109 N 2.603 -5.820 -2.526
110 H 1.761 -7.254 -1.058
111 H 0.311 -6.435 -0.662
112 H 3.227 -6.537 -2.185
113 H 3.042 -5.315 -3.283
114 C 4.523 -2.260 5.432
115 O 4.853 -2.770 4.335
116 N 3.382 -2.568 5.946
117 N 5.269 -1.394 6.098
118 H 2.684 -2.950 5.325
119 H 3.188 -2.406 6.924
120 H 6.147 -1.212 5.634
121 H 5.210 -1.158 7.078
122 C 6.448 -1.551 -1.213
123 O 7.082 -2.105 -2.140
124 N 6.931 -1.464 -0.001
125 N 5.288 -1.015 -1.242
126 H 7.929 -1.614 0.035
127 H 6.423 -1.292 0.854
128 H 4.769 -1.254 -2.075
129 H 4.662 -1.009 -0.448
130 C -4.722 1.018 -2.974
131 O -4.111 0.443 -2.138
132 N -5.840 0.625 -3.539
133 N -4.260 2.122 -3.478
134 H -6.240 1.375 -4.085
135 H -6.271 -0.185 -3.117
136 H -4.826 2.594 -4.168
137 H -3.441 2.504 -3.027
138 C -4.354 4.770 0.383
139 O -3.596 5.347 1.058
140 N -5.579 5.062 0.505
141 N -4.113 3.711 -0.414
142 H -6.167 4.605 -0.176
143 H -5.922 5.950 0.844
144 H -4.815 3.089 -0.787
145 H -3.156 3.387 -0.429
146 C 3.682 2.271 -1.491
147 O 2.813 1.875 -0.763
148 N 3.460 2.418 -2.769
149 N 4.857 2.591 -1.161
150 H 3.535 3.270 -3.306
151 H 2.532 2.093 -2.996
152 H 5.527 2.868 -1.865
153 H 5.096 2.826 -0.209
154 C -0.785 1.102 -5.648
155 O -0.493 0.789 -6.826
156 N -1.814 1.805 -5.335
157 N -0.071 0.591 -4.688
158 H -2.481 1.891 -6.089
159 H -2.226 1.790 -4.413
160 H -0.179 0.800 -3.706
161 H 0.668 0.082 -5.151
162 C -1.701 -5.274 -0.067
163 O -0.741 -5.843 0.499
164 N -1.678 -4.119 -0.574
165 N -2.863 -5.800 -0.308
166 H -2.445 -4.005 -1.221
167 H -0.821 -3.594 -0.674
168 H -2.926 -6.780 -0.546
169 H -3.575 -5.170 -0.649
170 C 1.139 4.875 -4.403
171 O 0.954 5.011 -3.241
172 N 2.104 5.596 -5.065
173 N 0.488 4.044 -5.205
174 H 2.171 5.703 -6.067
175 H 2.795 6.103 -4.530
176 H 0.677 3.882 -6.184
177 H 0.041 3.411 -4.558

Mulliken population analysis, charges in e, atoms 1 to 8: 1.17, 0.67, 0.50, 1.38, 0.63, -0.98, 0.21, 0.62



The following is a DFT calculation (ωB97M-V/def2-TZVPD) of a cluster of 23 separate species, C23H92O23 in total.

Values from the calculation:
Total charge: 0
Energy (eV): -72426.4449
Gap between HOMO and LUMO (hartree): 0.374

Positions of all 138 atoms, in Å:
1 C 6.416 -0.200 1.706
2 O 6.003 -0.588 0.374
3 H 7.463 0.022 1.609
4 H 5.824 0.713 1.914
5 H 6.277 -1.029 2.434
6 H 5.067 -0.603 0.423
7 C -1.126 1.734 4.486
8 O -0.029 1.651 5.345
9 H -0.948 2.570 3.857
10 H -1.256 0.884 3.801
11 H -2.097 1.840 5.036
12 H -0.165 0.940 5.996
13 C 3.184 -0.720 2.677
14 O 3.374 -0.174 1.379
15 H 4.219 -0.978 3.003
16 H 2.788 0.026 3.331
17 H 2.635 -1.659 2.643
18 H 2.565 -0.116 0.945
19 C -0.356 -0.742 1.128
20 O 0.624 -0.194 0.284
21 H -0.477 -1.792 0.848
22 H -0.011 -0.614 2.149
23 H -1.346 -0.221 1.119
24 H 0.298 -0.605 -0.575
25 C 3.745 3.057 -0.211
26 O 3.761 2.729 -1.615
27 H 4.655 3.510 0.151
28 H 2.882 3.703 -0.027
29 H 3.560 2.178 0.385
30 H 4.462 2.030 -1.793
31 C 1.930 3.713 4.038
32 O 2.312 2.381 3.698
33 H 0.815 3.880 4.021
34 H 2.293 3.984 5.073
35 H 2.419 4.270 3.190
36 H 1.809 1.776 4.204
37 C -4.361 -0.637 -1.887
38 O -3.947 -1.520 -2.876
39 H -4.058 0.414 -2.089
40 H -5.450 -0.580 -1.735
41 H -3.982 -0.905 -0.901
42 H -3.966 -1.058 -3.739
43 C -0.888 -4.717 -0.577
44 O -0.047 -4.648 -1.671
45 H -0.501 -4.118 0.254
46 H -1.856 -4.327 -0.816
47 H -0.979 -5.725 -0.186
48 H 0.856 -4.809 -1.365
49 C -0.875 -3.359 4.616
50 O -0.877 -2.031 4.111
51 H -0.821 -4.081 3.773
52 H -0.071 -3.412 5.386
53 H -1.809 -3.538 5.209
54 H -1.783 -1.876 3.792
55 C -3.837 5.255 -0.655
56 O -2.879 5.573 0.361
57 H -4.896 5.199 -0.225
58 H -3.920 5.983 -1.527
59 H -3.721 4.240 -1.113
60 H -2.227 4.878 0.299
61 C 1.834 1.893 -3.943
62 O 1.213 1.774 -2.634
63 H 1.279 1.236 -4.576
64 H 1.782 2.924 -4.354
65 H 2.860 1.648 -3.814
66 H 1.794 2.196 -1.936
67 C -0.442 -0.085 -6.602
68 O 0.131 -0.922 -5.558
69 H -1.482 0.269 -6.437
70 H 0.093 0.845 -6.738
71 H -0.560 -0.605 -7.590
72 H -0.621 -1.456 -5.273
73 C -5.266 4.920 2.968
74 O -4.632 3.855 2.213
75 H -5.480 5.833 2.457
76 H -6.248 4.508 3.323
77 H -4.675 5.057 3.910
78 H -3.839 4.151 1.731
79 C -1.026 2.558 1.028
80 O -2.446 2.435 0.632
81 H -0.435 2.435 0.149
82 H -0.923 3.539 1.481
83 H -0.723 1.789 1.698
84 H -2.513 2.090 -0.275
85 C 3.352 -3.310 -0.437
86 O 2.575 -4.428 -0.974
87 H 4.037 -2.938 -1.199
88 H 2.683 -2.544 -0.153
89 H 3.768 -3.569 0.512
90 H 3.013 -5.265 -1.003
91 C 3.945 -1.471 -6.255
92 O 2.677 -2.212 -5.921
93 H 4.306 -0.872 -5.398
94 H 4.721 -2.190 -6.424
95 H 3.829 -0.912 -7.178
96 H 1.969 -1.563 -5.901
97 C -5.387 0.732 3.212
98 O -4.210 0.494 2.403
99 H -5.371 1.760 3.581
100 H -6.279 0.587 2.627
101 H -5.361 -0.010 3.999
102 H -3.930 1.374 1.955
103 C 1.406 -1.618 -2.579
104 O 0.052 -1.889 -2.032
105 H 1.894 -1.039 -1.786
106 H 1.979 -2.536 -2.808
107 H 1.327 -1.040 -3.502
108 H -0.084 -2.869 -2.108
109 C 5.232 -0.055 -2.898
110 O 5.730 0.867 -1.877
111 H 4.171 0.068 -2.999
112 H 5.746 0.232 -3.778
113 H 5.451 -1.087 -2.666
114 H 5.928 0.313 -1.111
115 C -3.082 -3.054 1.818
116 O -3.282 -2.074 2.827
117 H -3.863 -3.854 1.843
118 H -3.031 -2.688 0.790
119 H -2.082 -3.565 1.886
120 H -3.601 -1.190 2.572
121 C -1.981 2.671 -3.527
122 O -1.723 1.936 -2.352
123 H -2.918 2.478 -4.002
124 H -1.824 3.736 -3.290
125 H -1.232 2.440 -4.295
126 H -0.742 1.729 -2.435
127 C -2.039 -4.051 -4.983
128 O -1.575 -2.747 -4.498
129 H -1.402 -4.823 -4.433
130 H -3.071 -4.242 -4.682
131 H -1.858 -3.980 -5.999
132 H -1.774 -2.716 -3.568
133 C -0.839 -1.663 7.612
134 O -0.176 -0.896 6.568
135 H -1.914 -1.746 7.548
136 H -0.441 -2.665 7.686
137 H -0.534 -1.253 8.551
138 H -0.532 -1.232 5.736

Mulliken population analysis, charges in e, atoms 1 to 8: -0.67, -0.68, 0.33, 0.22, 0.21, 0.43, -0.22, -0.51